1.
Below is a structure of composition C33H40N4P2TeW at a distorted geometry, with properties calculated with wB97M-V/def2-TZVPD.

The geometry in XYZ format:
```
81
Properties=species:S:1:pos:R:3:lowdin_spin:R:1
W 0.206 -0.579 3.405 0.3063
C -0.904 1.230 3.863 0.1088
C -1.401 0.572 2.680 0.0932
C -1.102 0.954 1.263 0.0171
C -0.070 0.044 0.579 0.0042
C 1.096 -0.212 1.473 0.0114
C 1.632 0.691 2.463 0.0142
C 1.240 2.105 2.718 0.0154
C 0.132 2.315 3.796 0.0466
C 1.654 -0.447 4.863 0.0094
H -1.616 1.303 4.702 0.0044
H -2.288 -0.062 2.797 0.0055
H -0.797 2.005 1.170 0.0004
H -2.066 0.920 0.716 0.0060
H -0.527 -0.911 0.258 0.0005
H 0.240 0.480 -0.397 0.0013
H 1.795 -0.969 1.122 -0.0009
H 2.665 0.446 2.718 -0.0016
H 0.994 2.647 1.785 0.0009
H 2.151 2.619 3.092 0.0017
H 0.570 2.508 4.796 0.0018
H -0.378 3.279 3.593 0.0175
H 1.313 -0.180 5.858 0.0028
H 2.617 0.015 4.635 0.0012
H 1.813 -1.539 4.836 0.0020
P 1.564 -1.015 -3.035 -0.0027
P -1.992 -0.665 -2.866 0.0000
N 3.002 0.024 -3.286 0.0353
N 2.208 -2.262 -4.096 0.0007
N -2.135 1.106 -2.921 0.0001
N -3.631 -0.942 -3.474 0.0000
C 0.465 -0.191 -4.290 -0.0001
C -0.945 -0.833 -4.410 0.0001
C 3.769 0.451 -2.194 0.3169
C 4.823 1.226 -2.662 0.1165
C 4.712 1.282 -4.092 0.1163
C 3.565 0.571 -4.443 0.3233
C 2.322 -3.582 -3.636 0.0251
C 2.834 -4.361 -4.662 0.0088
C 3.003 -3.517 -5.808 0.0129
C 2.599 -2.238 -5.440 0.0222
C -1.740 1.842 -1.800 0.0012
C -1.842 3.192 -2.066 0.0001
C -2.205 3.315 -3.446 0.0000
C -2.323 2.025 -3.958 0.0001
C -4.448 -0.274 -4.399 0.0000
C -5.531 -1.090 -4.715 0.0000
C -5.383 -2.304 -3.964 0.0000
C -4.227 -2.193 -3.212 0.0000
H 0.926 -0.135 -5.292 0.0001
H 0.389 0.850 -3.930 0.0003
H -1.500 -0.411 -5.268 0.0000
H -0.883 -1.926 -4.577 0.0000
H 3.463 0.178 -1.194 0.0127
H 5.580 1.709 -2.060 0.0015
H 5.375 1.790 -4.781 0.0013
H 3.103 0.439 -5.412 0.0087
H 1.995 -3.822 -2.635 0.0008
H 3.063 -5.413 -4.610 0.0000
H 3.360 -3.805 -6.788 0.0002
H 2.515 -1.343 -6.041 -0.0007
H -1.343 1.324 -0.954 0.0005
H -1.658 3.990 -1.359 0.0000
H -2.330 4.235 -4.002 0.0000
H -2.505 1.680 -4.967 0.0000
H -4.235 0.733 -4.720 0.0000
H -6.316 -0.858 -5.419 0.0000
H -6.048 -3.153 -3.995 0.0000
H -3.776 -2.857 -2.491 0.0000
Te -1.469 -1.472 5.298 0.2874
C -0.918 -0.609 7.213 0.0216
C -1.255 0.703 7.579 0.0042
C -0.891 1.170 8.854 0.0003
C -0.178 0.346 9.733 0.0006
C 0.205 -0.945 9.337 0.0005
C -0.160 -1.426 8.070 0.0087
H -1.779 1.344 6.870 0.0008
H -1.169 2.180 9.164 0.0000
H 0.070 0.700 10.735 0.0000
H 0.785 -1.579 10.010 0.0000
H 0.152 -2.415 7.725 0.0039
```

Multiplicity: 3
HOMO-LUMO gap (spin up / spin down) (eV): 5.47 / 2.92
E_HOMO (spin up / spin down) (eV): -12.09 / -12.09
Total charge: +2
ΔE to the lowest compared entry with this formula, charge and spin (kcal/mol): 0.00
LUMO energy (spin up / spin down) (eV): -6.6233 / -9.1764

2.
Below is a structure of composition C33H40O7SeW at a distorted geometry, with properties calculated with wB97M-V/def2-TZVPD.

The geometry in XYZ format:
```
82
Properties=species:S:1:pos:R:3:lowdin_spin:R:1
W 0.051 -0.081 0.014 0.6479
C 4.646 -0.593 6.406 0.0007
C 4.377 -1.584 5.266 0.0035
C 3.963 -2.954 5.826 0.0007
C 5.669 -1.787 4.470 0.0004
C 3.247 -1.074 4.382 0.0143
C 3.471 -0.761 3.044 0.0306
C 2.408 -0.426 2.251 0.3325
Se 2.423 -0.301 0.031 0.1359
C 2.423 -0.419 -2.219 0.3668
C 3.481 -0.764 -3.011 0.0338
C 3.249 -1.116 -4.341 0.0156
C 1.946 -1.062 -4.820 -0.0131
C 0.860 -0.680 -4.037 0.0148
C 1.124 -0.366 -2.699 0.0528
O 0.168 -0.034 -1.779 0.0933
C -0.582 -0.623 -4.523 0.0056
C -1.108 0.804 -4.315 0.0032
C -0.690 -0.972 -6.011 0.0013
C -1.422 -1.641 -3.728 0.0003
C 4.428 -1.646 -5.144 0.0038
C 5.568 -0.620 -5.152 0.0005
C 4.082 -1.969 -6.599 0.0011
C 4.870 -2.948 -4.457 0.0003
C 1.114 -0.359 2.732 0.0482
O 0.157 -0.042 1.809 0.0925
C 0.851 -0.642 4.079 0.0135
C 1.942 -0.989 4.869 -0.0128
C -0.594 -0.594 4.554 0.0052
C -1.418 -1.626 3.760 0.0002
C -1.127 0.828 4.326 0.0032
C -0.717 -0.937 6.040 0.0012
H 5.466 -0.946 7.027 0.0002
H 3.770 -0.468 7.038 0.0000
H 4.919 0.378 5.998 0.0000
H 4.794 -3.406 6.363 0.0002
H 3.684 -3.614 5.008 0.0000
H 3.122 -2.878 6.508 -0.0001
H 6.424 -2.241 5.106 0.0001
H 6.066 -0.845 4.103 0.0001
H 5.495 -2.452 3.628 0.0000
H 4.452 -0.776 2.603 0.0047
H 4.470 -0.766 -2.583 0.0054
H 1.764 -1.341 -5.842 -0.0009
H -0.486 1.507 -4.863 0.0001
H -1.095 1.092 -3.262 0.0014
H -2.128 0.892 -4.677 0.0002
H -0.123 -0.266 -6.613 0.0000
H -1.732 -0.930 -6.323 0.0003
H -0.323 -1.979 -6.197 0.0000
H -1.354 -1.487 -2.644 0.0000
H -1.076 -2.651 -3.941 0.0000
H -2.469 -1.568 -4.014 0.0001
H 5.226 0.310 -5.602 0.0000
H 6.401 -0.995 -5.740 0.0001
H 5.930 -0.404 -4.153 0.0001
H 3.792 -1.071 -7.141 0.0000
H 3.286 -2.707 -6.666 0.0000
H 4.960 -2.386 -7.088 0.0002
H 5.159 -2.772 -3.425 -0.0001
H 5.713 -3.391 -4.984 0.0001
H 4.048 -3.662 -4.460 0.0000
H 1.769 -1.218 5.905 -0.0008
H -1.345 -1.484 2.674 -0.0001
H -2.469 -1.562 4.036 0.0001
H -1.065 -2.632 3.984 0.0000
H -1.110 1.103 3.269 0.0014
H -0.510 1.541 4.868 0.0001
H -2.150 0.918 4.682 0.0002
H -0.340 -1.939 6.232 0.0000
H -1.763 -0.906 6.340 0.0003
H -0.165 -0.224 6.650 0.0000
O -5.641 -0.117 -0.006 -0.0014
C -4.448 -0.101 0.001 -0.0006
C -3.540 1.146 0.002 0.0021
O -3.943 2.304 -0.006 0.0179
C -2.216 0.634 0.012 0.0314
C -2.207 -0.817 0.013 0.0092
O -1.030 -1.572 0.012 0.0057
C -3.522 -1.345 0.009 0.0005
O -3.931 -2.501 0.010 0.0015
O -1.066 1.404 0.016 0.0223
```

Multiplicity: 3
HOMO-LUMO gap (spin up / spin down) (eV): 5.82 / 6.93
E_HOMO (spin up / spin down) (eV): -7.67 / -8.77
LUMO energy (spin up / spin down) (eV): -1.8444 / -1.8367

3.
Below is a structure of composition C33H41AsCuN7O3, with properties calculated with wB97M-V/def2-TZVPD.

The geometry in XYZ format:
```
86
Properties=species:S:1:pos:R:3:lowdin_spin:R:1
Cu 0.866 0.786 -0.263 0.6988
C 2.522 0.973 2.152 -0.0007
N 3.552 0.466 3.036 0.0015
C 3.236 -0.927 3.376 0.0001
N 3.179 -1.776 2.181 0.0030
C 2.149 -1.269 1.299 0.0001
N 2.419 0.155 0.904 0.0625
C 3.757 0.182 0.240 0.0024
N 4.798 -0.323 1.111 0.0047
C 4.834 0.494 2.329 0.0002
C 4.468 -1.701 1.492 0.0003
H 2.755 2.000 1.863 -0.0003
H 1.557 0.951 2.654 -0.0004
H 2.271 -0.960 3.884 0.0000
H 4.002 -1.309 4.051 0.0001
H 1.177 -1.309 1.785 -0.0006
H 2.107 -1.870 0.388 -0.0003
H 3.972 1.217 -0.030 -0.0001
H 3.697 -0.420 -0.668 -0.0001
H 5.073 1.525 2.062 0.0000
H 5.614 0.113 2.988 0.0001
H 5.250 -2.083 2.149 0.0001
H 4.430 -2.321 0.594 0.0000
C -7.127 -3.773 1.847 0.0000
C -7.068 -3.623 0.470 0.0000
C -6.036 -2.898 -0.114 0.0000
C -5.060 -2.312 0.683 0.0000
C -5.131 -2.454 2.066 0.0000
C -6.154 -3.188 2.647 0.0000
As -3.587 -1.231 -0.016 0.0001
C -3.603 -1.711 -1.895 0.0000
C -4.487 -1.271 -2.869 0.0000
C -4.320 -1.671 -4.188 0.0000
C -3.250 -2.491 -4.530 0.0000
C -2.358 -2.926 -3.561 0.0000
C -2.534 -2.548 -2.234 0.0000
C -1.695 -2.972 -1.094 -0.0001
C -0.575 -3.795 -1.168 0.0000
C 0.104 -4.144 -0.010 0.0000
C -0.331 -3.682 1.227 0.0000
C -1.438 -2.847 1.306 -0.0001
C -2.115 -2.490 0.151 -0.0001
H -7.930 -4.342 2.298 0.0000
H -7.824 -4.078 -0.157 0.0000
H -5.992 -2.810 -1.192 0.0000
H -4.386 -1.985 2.701 0.0000
H -6.196 -3.298 3.723 0.0000
H -5.313 -0.619 -2.605 0.0000
H -5.020 -1.346 -4.946 0.0000
H -3.120 -2.805 -5.558 0.0000
H -1.538 -3.577 -3.841 0.0000
H -0.237 -4.176 -2.124 0.0000
H 0.966 -4.797 -0.069 0.0000
H 0.191 -3.977 2.130 0.0000
H -1.771 -2.484 2.270 0.0000
N -1.625 1.234 -1.494 -0.0001
C -2.393 1.483 -2.561 0.0000
C -1.704 1.038 -3.670 0.0024
C -0.515 0.503 -3.159 0.0038
N -0.483 0.626 -1.836 0.0395
H -1.836 1.249 -0.500 -0.0004
H -3.372 1.922 -2.458 0.0000
H -2.044 1.041 -4.691 0.0004
H 0.301 0.019 -3.670 0.0000
C -0.914 0.388 2.158 0.0136
O -0.616 0.415 0.796 0.1157
H -2.003 0.371 2.290 0.0073
H -0.549 1.267 2.708 -0.0002
H -0.524 -0.505 2.665 0.0008
O 2.670 0.262 -2.803 -0.0008
C 2.525 1.453 -2.486 0.0021
O 2.014 1.931 -1.445 0.0415
C 3.071 2.495 -3.476 0.0025
N 3.611 1.707 -4.644 0.0006
C 5.081 2.004 -4.777 0.0001
C 5.219 3.380 -4.145 0.0000
C 4.265 3.302 -2.952 0.0001
H 2.260 3.134 -3.821 0.0000
H 3.112 1.920 -5.503 0.0000
H 3.407 0.723 -4.359 0.0000
H 5.374 1.934 -5.821 0.0000
H 5.614 1.248 -4.202 0.0000
H 4.910 4.157 -4.846 0.0000
H 6.246 3.584 -3.852 0.0000
H 3.949 4.276 -2.589 0.0001
H 4.737 2.775 -2.121 0.0000
```

Multiplicity: 2
HOMO-LUMO gap (spin up / spin down) (eV): 7.68 / 7.33
E_HOMO (spin up / spin down) (eV): -10.14 / -10.14
Total charge: +1
ΔE to the lowest compared entry with this formula, charge and spin (kcal/mol): 4.38
LUMO energy (spin up / spin down) (eV): -2.4589 / -2.8063

4.
Below is a structure of composition C33H41Cl4GeIN5O6PTi at a distorted geometry, with properties calculated with wB97M-V/def2-TZVPD.

The geometry in XYZ format:
```
93
Properties=species:S:1:pos:R:3:lowdin_spin:R:1
Ti 0.128 2.665 0.265 0.5631
O 2.053 3.267 3.766 0.0629
C 1.148 2.975 2.853 0.1236
O 1.408 3.096 1.610 -0.0080
C -0.172 2.572 3.176 0.0522
C -0.822 2.412 4.407 0.0290
C -2.177 2.158 4.401 0.0420
C -2.878 2.066 3.189 0.0263
C -2.169 2.192 2.016 0.0398
N -0.849 2.402 2.009 0.0361
C -2.655 2.152 0.601 0.0025
O -3.791 2.348 0.256 0.0047
O -1.646 1.954 -0.217 -0.0074
H 2.844 3.632 3.341 0.0007
H -0.255 2.508 5.323 0.0009
H -2.709 2.035 5.334 0.0015
H -3.946 1.905 3.158 0.0002
Cl -2.123 5.346 -3.359 -0.0003
Ge -2.217 3.262 -2.246 0.0005
Cl 0.225 3.012 -2.147 0.0023
Cl -2.466 1.609 -3.694 0.0003
C 4.106 2.462 0.709 -0.0009
P 2.842 2.377 -0.631 -0.0096
C 3.603 3.536 -1.833 -0.0022
C 3.274 0.753 -1.348 -0.0008
C 3.478 -0.345 -0.511 -0.0005
C 3.823 -1.578 -1.040 0.0000
C 3.959 -1.730 -2.413 -0.0006
C 3.714 -0.657 -3.253 0.0000
C 3.364 0.578 -2.726 -0.0006
H 5.071 2.138 0.324 -0.0002
H 3.818 1.834 1.552 0.0000
H 4.187 3.497 1.046 0.0000
H 4.618 3.211 -2.061 -0.0004
H 3.629 4.535 -1.400 0.0000
H 3.002 3.579 -2.739 0.0000
H 3.385 -0.232 0.563 0.0000
H 4.004 -2.420 -0.385 0.0000
H 4.255 -2.686 -2.820 0.0000
H 3.807 -0.772 -4.325 0.0000
H 3.157 1.403 -3.395 0.0000
C -3.076 -1.296 1.917 0.0008
C -3.229 -2.137 0.643 0.0001
C -4.583 -2.862 0.751 0.0000
C -3.296 -1.198 -0.568 0.0000
C -2.091 -3.215 0.541 0.0001
O -2.316 -4.225 1.518 0.0000
C -2.010 -3.820 -0.880 0.0000
C -1.275 -5.177 -0.943 0.0000
C 0.164 -5.116 -1.392 0.0000
C 1.179 -5.634 -0.594 0.0000
C 2.492 -5.684 -1.037 0.0000
C 2.796 -5.209 -2.301 0.0000
Cl 4.423 -5.342 -2.888 0.0000
C 1.811 -4.653 -3.104 0.0000
C 0.505 -4.614 -2.646 0.0000
C -0.683 -2.721 0.986 0.0001
N -0.179 -1.500 0.383 0.0009
C 0.143 -0.365 0.999 0.0020
N 0.506 0.551 0.104 0.0079
C 0.378 -0.115 -1.087 0.0025
N -0.015 -1.350 -0.942 0.0009
H -4.017 -0.780 2.116 0.0001
H -2.306 -0.531 1.810 0.0005
H -2.845 -1.919 2.783 0.0000
H -5.389 -2.133 0.673 0.0000
H -4.679 -3.366 1.713 0.0000
H -4.719 -3.586 -0.054 0.0000
H -4.128 -0.506 -0.430 0.0000
H -3.472 -1.741 -1.495 0.0000
H -2.398 -0.600 -0.697 0.0000
H -3.101 -4.725 1.271 0.0000
H -1.511 -3.100 -1.524 0.0000
H -3.024 -3.960 -1.257 0.0000
H -1.808 -5.815 -1.652 0.0000
H -1.325 -5.668 0.028 0.0000
H 0.943 -6.031 0.387 0.0000
H 3.266 -6.125 -0.424 0.0000
H 2.058 -4.287 -4.092 0.0000
H -0.267 -4.209 -3.288 0.0000
H 0.015 -3.530 0.765 0.0000
H -0.707 -2.568 2.064 0.0000
H 0.151 -0.232 2.068 0.0001
H 0.581 0.313 -2.051 0.0000
N -1.504 6.413 -0.480 0.0047
C -0.806 5.648 0.325 0.0047
O -0.731 4.411 0.077 0.0145
C -0.071 6.302 1.443 0.0008
I 2.014 6.505 0.787 0.0012
H -1.902 6.019 -1.348 0.0001
H -1.554 7.406 -0.323 0.0002
H -0.040 5.706 2.349 0.0004
H -0.390 7.318 1.643 0.0000
```

Multiplicity: 2
HOMO-LUMO gap (spin up / spin down) (eV): 5.13 / 5.06
E_HOMO (spin up / spin down) (eV): -9.72 / -9.73
Total charge: +1
ΔE to the lowest compared entry with this formula, charge and spin (kcal/mol): 42.41
LUMO energy (spin up / spin down) (eV): -4.5841 / -4.6668

5.
Below is a structure of composition C33H42BFeN7O2, with properties calculated with wB97M-V/def2-TZVPD.

The geometry in XYZ format:
```
86
Properties=species:S:1:pos:R:3:lowdin_spin:R:1
Fe -0.467 0.064 0.317 3.7166
C -1.858 1.917 -2.169 0.0055
C -1.895 3.152 -1.275 0.0007
C -3.244 3.275 -0.556 0.0001
C -0.741 3.225 -0.315 0.0079
C -0.109 4.383 0.157 0.0019
C 0.899 3.929 0.980 0.0040
N 0.850 2.590 1.010 0.0016
N -0.156 2.157 0.223 0.0341
B 1.851 1.598 1.630 0.0017
N 2.404 0.677 0.493 0.0035
C 3.669 0.433 0.140 0.0064
C 3.676 -0.528 -0.853 0.0026
C 2.329 -0.838 -1.058 0.0100
N 1.575 -0.104 -0.240 0.0386
C 1.721 -1.845 -1.989 0.0008
C 0.964 -2.925 -1.215 0.0043
C 0.825 -1.179 -3.028 0.0019
N 1.164 0.698 2.691 0.0017
C 1.360 0.616 4.015 0.0017
C 0.548 -0.378 4.520 0.0012
C -0.136 -0.884 3.403 0.0057
N 0.257 -0.239 2.314 0.0352
C -1.152 -1.980 3.327 0.0007
C -2.272 -1.765 4.344 0.0000
C -0.487 -3.345 3.515 0.0000
H -2.665 1.958 -2.902 0.0005
H -0.905 1.822 -2.692 0.0002
H -2.028 1.005 -1.590 0.0035
H -1.785 4.028 -1.922 0.0001
H -3.412 2.423 0.109 0.0000
H -3.283 4.177 0.055 0.0000
H -4.057 3.307 -1.285 0.0000
H -0.348 5.402 -0.089 0.0003
H 1.657 4.458 1.533 0.0003
H 2.754 2.205 2.129 0.0000
H 4.477 0.959 0.621 0.0006
H 4.529 -0.945 -1.358 0.0003
H 2.557 -2.318 -2.513 0.0001
H 0.108 -2.501 -0.681 0.0034
H 0.574 -3.683 -1.896 0.0002
H 1.606 -3.412 -0.480 0.0000
H -0.027 -0.691 -2.546 0.0018
H 1.365 -0.421 -3.596 0.0000
H 0.427 -1.921 -3.721 0.0001
H 2.061 1.272 4.503 0.0002
H 0.458 -0.688 5.546 0.0003
H -1.585 -1.948 2.322 0.0005
H -1.900 -1.902 5.362 0.0000
H -2.681 -0.758 4.267 0.0000
H -3.079 -2.481 4.185 0.0000
H 0.002 -3.403 4.489 0.0000
H -1.228 -4.144 3.461 0.0000
H 0.267 -3.524 2.747 0.0000
C -3.321 0.111 -6.426 0.0000
C -4.126 0.330 -5.176 0.0000
C -5.016 1.396 -5.108 0.0000
C -5.750 1.613 -3.956 0.0000
C -5.592 0.787 -2.858 0.0001
C -4.691 -0.278 -2.903 0.0001
N -4.457 -1.111 -1.792 0.0010
C -5.121 -0.938 -0.573 0.0012
C -6.500 -1.151 -0.502 -0.0002
C -7.185 -0.990 0.686 0.0011
C -6.509 -0.626 1.845 -0.0001
C -5.145 -0.420 1.790 0.0015
C -4.439 -0.572 0.597 0.0003
C -2.979 -0.296 0.638 0.0130
O -2.510 0.499 1.466 0.0351
O -2.189 -0.893 -0.210 0.0451
C -3.971 -0.525 -4.083 0.0000
C -3.015 -1.680 -4.182 0.0000
H -3.526 0.891 -7.158 0.0000
H -3.548 -0.852 -6.889 0.0000
H -2.249 0.117 -6.216 0.0000
H -5.130 2.053 -5.962 0.0000
H -6.444 2.442 -3.902 0.0000
H -6.145 0.992 -1.954 0.0000
H -3.473 -1.304 -1.649 0.0003
H -7.021 -1.460 -1.399 0.0000
H -8.252 -1.168 0.714 0.0001
H -7.042 -0.512 2.780 0.0000
H -4.591 -0.124 2.671 0.0002
H -3.172 -2.423 -3.403 0.0000
H -1.979 -1.341 -4.123 0.0000
H -3.128 -2.193 -5.138 0.0000
```

Multiplicity: 5
HOMO-LUMO gap (spin up / spin down) (eV): 8.30 / 8.28
E_HOMO (spin up / spin down) (eV): -7.60 / -7.61
LUMO energy (spin up / spin down) (eV): 0.6926 / 0.6724